Entry 1:
Below is a 3-piece molecular cluster, C4H9N3O overall in a non-equilibrium geometry, with properties calculated with ωB97M-V/def2-TZVPD.

The geometry in XYZ format:
```
17
Properties=species:S:1:pos:R:3:forces:R:3:lowdin_charge:R:1
O -0.229 2.282 0.151 0.4731 -1.1467 0.9081 -0.096
N 0.080 -1.025 -0.177 0.1300 -5.5306 1.5243 0.063
N 1.795 0.589 -0.165 -3.9670 1.3727 0.6474 -0.184
N 2.677 -0.433 0.167 4.4101 -0.2839 -2.0995 -0.173
C -1.375 -1.286 -0.021 1.6904 5.6607 -6.7485 -0.134
C 0.523 0.161 -0.307 1.0247 3.0546 0.2632 -0.375
C -1.865 0.116 0.297 1.0414 2.0712 2.3038 -0.114
C -0.742 1.042 -0.404 2.2477 1.0852 1.1735 -0.245
H 3.540 -0.228 1.304 -2.8669 0.1406 -4.3786 0.196
H -2.854 0.287 -0.138 0.1474 0.2037 0.4497 0.102
H -1.760 -1.812 0.707 -1.0932 -3.9897 3.1156 0.060
H -0.972 1.233 -1.445 -0.4428 -0.0067 -0.2465 0.140
H 3.314 -0.214 -1.067 -0.9528 -1.4115 5.1373 0.211
H 0.833 -1.586 0.203 -0.2732 -1.1269 -0.1503 0.124
H 0.716 1.998 0.499 -2.2246 1.0015 -0.9696 0.106
H -1.877 0.189 1.502 0.0162 0.5427 -2.8060 0.163
H -1.804 -1.312 -1.106 0.6396 -1.6368 1.8762 0.155
```
Positions in Å, forces in eV/Å.

Output
Multiplicity: 1
Orbital gap: 0.322 Eh

Entry 2:
Below is a 4-piece molecular cluster, C24H53N3O4 overall, with properties calculated with ωB97M-V/def2-TZVPD.

The geometry in XYZ format:
```
84
Properties=species:S:1:pos:R:3:forces:R:3:lowdin_charge:R:1
O 1.268 -5.381 3.435 0.3091 -0.3335 -0.1569 0.194
O 0.803 -3.288 4.101 0.3000 -0.0087 0.2183 0.074
O 1.247 -2.350 2.057 -0.0812 0.0399 0.0500 -0.125
O -0.852 -4.751 3.841 -0.3255 0.4941 -0.3365 0.032
N 3.389 1.762 4.382 -0.0280 -0.0216 -0.0071 -0.200
N 0.569 -0.655 -4.656 -0.0350 -0.0525 0.0314 -0.197
N -4.977 0.803 -1.735 0.0437 -0.0310 -0.0156 -0.199
C -3.443 1.687 -3.591 -0.0072 -0.0352 -0.0632 -0.078
C 0.703 0.734 -6.713 -0.0067 0.0170 -0.0024 -0.088
C 4.537 2.643 4.265 0.1336 0.1206 0.0658 -0.248
C 3.595 0.562 5.176 0.0763 -0.0179 0.0375 -0.273
C 3.287 0.624 2.087 -0.0317 0.0265 -0.0729 -0.079
C -4.390 0.609 -3.048 0.0540 -0.1220 -0.1280 -0.244
C 4.113 0.853 6.576 -0.0133 -0.0395 0.0160 -0.090
C -4.614 0.718 0.721 0.0481 -0.0269 0.0166 -0.089
C 0.414 -2.296 3.178 -0.2367 0.4322 -0.0808 -0.211
C 0.115 0.552 -5.323 0.0721 0.1249 -0.0364 -0.277
C -3.995 0.803 -0.666 -0.0171 0.0552 0.0775 -0.281
C -0.084 0.021 -2.275 -0.0006 -0.0639 0.0685 -0.081
C -2.185 -4.462 1.880 -0.1228 0.3398 -0.1567 -0.090
C 0.556 -2.204 0.833 -0.1563 -0.1891 -0.4493 -0.097
C 2.010 -0.818 -4.564 0.1765 -0.0317 -0.0782 -0.244
C -2.748 -3.672 1.171 0.2762 -0.2287 0.2132 0.129
C 0.483 -4.548 3.739 -0.1748 0.1321 0.0508 -0.569
C 5.831 2.068 3.669 -0.0018 0.0693 -0.0365 -0.082
C -0.181 -0.959 -3.452 -0.1431 -0.0633 0.0805 -0.241
C 2.819 0.278 -3.855 0.0228 -0.0601 0.0267 -0.080
C 2.649 1.517 3.158 -0.1608 -0.0061 -0.0898 -0.248
C -6.010 1.821 -1.641 -0.1515 0.0960 0.0853 -0.246
C -1.471 -5.409 2.734 -0.1395 -0.5972 -0.0771 -0.164
C -5.570 3.291 -1.596 -0.0569 0.0039 -0.0537 -0.081
H -0.191 -1.405 0.861 0.0780 0.0800 0.0708 0.087
H 1.278 -1.971 0.053 0.1197 0.0666 0.1416 0.084
H 5.789 1.993 2.584 -0.0205 -0.0715 0.0068 0.054
H 0.112 -1.956 -3.111 0.0640 0.0096 -0.0141 0.111
H 1.691 1.071 3.448 0.0290 -0.0318 0.0464 0.100
H -2.701 1.990 -2.851 -0.0020 0.0009 0.0074 0.062
H 2.401 -0.926 -5.578 -0.0498 0.0365 -0.0252 0.100
H -5.199 0.450 -3.766 -0.0512 0.0475 0.0432 0.113
H 3.454 1.548 7.097 0.0137 0.0336 -0.0188 0.079
H -2.170 -6.147 3.127 0.0300 0.0659 0.0963 0.134
H -6.392 3.908 -1.230 -0.0052 -0.0036 0.0009 0.071
H -3.358 -0.075 -0.817 0.0212 0.0157 -0.0587 0.100
H 2.397 2.484 2.713 0.0561 0.0274 0.0236 0.111
H -5.269 -0.151 0.802 -0.0312 0.0228 -0.0186 0.079
H 4.155 -0.074 7.149 -0.0085 -0.0009 0.0022 0.073
H 2.754 0.206 -2.770 -0.0485 0.0487 0.0019 0.052
H 1.780 0.902 -6.687 0.0046 -0.0079 0.0001 0.064
H 0.045 -3.128 0.540 0.0028 0.0174 0.1319 0.082
H 4.765 3.032 5.260 -0.0237 -0.0554 0.0297 0.099
H -0.971 0.484 -5.418 -0.0106 -0.0413 0.0751 0.100
H 4.228 3.517 3.686 -0.0459 -0.0471 -0.0553 0.113
H -3.324 1.677 -0.699 0.0060 -0.0157 0.0056 0.103
H 6.058 1.080 4.070 -0.0069 -0.0003 0.0180 0.067
H -0.639 -2.404 2.892 0.0615 -0.1842 0.0340 0.125
H 2.626 0.062 5.263 -0.0100 -0.0044 -0.0587 0.113
H -3.842 -0.339 -3.014 0.0247 0.0135 0.0518 0.103
H 3.874 0.183 -4.120 0.0003 -0.0062 -0.0061 0.072
H 2.497 1.277 -4.150 -0.0051 -0.0014 -0.0177 0.067
H 0.539 -1.341 3.691 0.1210 -0.0933 0.1472 0.135
H -6.699 1.673 -2.476 0.0630 -0.0183 -0.0557 0.114
H -1.235 -1.048 -3.739 0.0081 0.0665 -0.0574 0.103
H -3.974 2.574 -3.934 -0.0130 0.0160 0.0716 0.059
H 4.270 -0.160 4.692 -0.0112 -0.0020 0.0083 0.104
H 0.872 -0.057 -1.758 0.0119 0.0425 -0.0152 0.047
H 0.252 1.606 -7.188 -0.0090 -0.0043 -0.0031 0.073
H 2.206 -1.781 -4.085 -0.0636 0.0093 0.0565 0.114
H -4.724 3.442 -0.924 -0.0037 -0.0127 0.0153 0.067
H -3.192 -2.954 0.526 -0.1333 -0.0049 -0.0108 0.031
H -6.605 1.615 -0.748 0.0547 -0.0287 0.0313 0.100
H 6.670 2.722 3.915 -0.0031 0.0054 0.0044 0.070
H -3.827 0.626 1.471 -0.0010 -0.0085 -0.0020 0.071
H 5.119 1.272 6.564 0.0020 0.0060 -0.0019 0.064
H 0.317 1.460 -4.731 -0.0265 0.0191 -0.0376 0.104
H -5.192 1.608 0.970 -0.0090 0.0036 -0.0046 0.065
H -2.902 1.286 -4.449 0.0084 0.0097 -0.0066 0.054
H -5.295 3.670 -2.579 0.0712 -0.0158 0.0155 0.055
H 0.503 -0.138 -7.336 0.0303 -0.0240 0.0160 0.081
H 2.527 0.337 1.356 -0.0018 -0.0108 0.0013 0.059
H -0.729 -5.952 2.145 0.0864 0.0341 0.1024 0.134
H -0.868 -0.201 -1.545 -0.0072 -0.0066 -0.0097 0.054
H -0.218 1.057 -2.588 -0.0082 -0.0033 -0.0297 0.063
H 4.081 1.135 1.544 0.0338 -0.0055 0.0494 0.056
H 3.689 -0.297 2.508 -0.0152 -0.0108 0.0044 0.070
```
Positions in Å, forces in eV/Å.

Output
Multiplicity: 1
SMILES: C#CCOC(=O)OCOC.CCN(CC)CC.CCN(CC)CC.CCN(CC)CC
Orbital gap: 0.316 Eh

Entry 3:
Below is C27H41CoN2S3SbSe4 as an isolated structure in a non-equilibrium geometry, with properties calculated with ωB97M-V/def2-TZVPD.

The geometry in XYZ format:
```
79
Properties=species:S:1:pos:R:3:forces:R:3:mulliken_spin:R:1
Sb -4.089 -0.378 -1.873 0.7041 -0.6148 -0.0735 -0.064
Se -2.494 0.810 -0.300 -1.7526 1.0191 -0.3873 0.140
Se -3.480 0.001 -4.179 -0.1142 0.0897 0.1966 0.120
Se -6.163 0.959 -1.536 -0.1919 0.1777 -0.0518 0.950
Se -4.422 -2.643 -1.057 -0.1456 0.2376 -0.2453 0.023
Co -0.512 -0.029 0.302 1.1604 -0.8428 0.3888 2.675
S 1.503 -1.811 1.474 -0.0283 -0.0593 0.5345 0.008
S -1.195 -3.501 0.411 -0.3270 -0.1274 0.2352 0.009
S -1.553 -0.902 2.523 -0.1569 0.3651 -0.2365 0.035
N 0.809 0.095 -1.328 -0.1262 0.3360 0.1855 -0.026
N 0.805 1.308 1.194 0.3397 0.0847 0.1186 -0.011
C 0.688 0.118 -2.756 0.0327 0.0187 0.0707 0.041
C 1.031 -1.628 3.215 -0.0256 -0.1513 -0.0431 -0.005
C 1.491 -3.605 1.267 0.0215 -0.1768 0.2179 0.008
C 0.541 1.365 -3.394 -0.0820 0.0838 0.1682 -0.001
C 0.690 4.080 3.637 -0.0322 0.0389 -0.0487 -0.001
C 0.049 1.859 4.535 0.0010 0.0025 -0.0350 -0.001
C -0.954 3.375 -3.094 -0.0465 -0.0415 0.0242 0.003
C -1.214 2.848 2.607 0.0017 -0.0054 0.0104 0.001
C 0.325 2.671 -2.628 0.0697 -0.0435 -0.2290 0.007
C 2.538 2.295 2.271 -0.0254 -0.1038 -0.0176 0.001
C -0.779 -2.833 -2.569 0.1432 0.0510 -0.2270 0.004
C 0.634 0.239 -5.531 -0.0085 -0.0933 0.1538 0.009
C 3.059 1.696 1.124 0.1007 -0.0062 0.0787 0.008
C -2.896 -2.036 2.116 0.0441 -0.1556 0.0613 -0.002
C 1.149 2.056 2.268 0.0685 0.0433 0.0150 0.019
C 0.168 2.688 3.246 -0.0164 -0.0855 -0.0481 0.005
C -0.446 -1.848 3.580 0.1997 -0.0348 -0.1240 0.006
C 0.715 -0.981 -4.876 -0.0230 -0.0135 -0.0763 -0.003
C 0.732 -1.068 -3.486 -0.0981 -0.3790 -0.1286 0.006
C -2.530 -3.442 1.639 0.2272 0.1404 0.1983 0.000
C 1.534 3.606 -2.751 0.0066 -0.0350 -0.0258 0.001
C 1.566 -2.676 -1.634 -0.1495 0.0501 -0.3946 -0.003
C 0.532 1.401 -4.785 0.0107 -0.1037 -0.0236 -0.007
C 1.895 0.603 -0.848 0.1620 0.1199 0.0408 0.009
C 0.139 -4.332 1.318 0.0740 0.2026 0.0426 0.000
C 0.681 -2.466 -2.866 -0.0593 0.3049 -0.0377 -0.002
C 1.978 1.102 0.482 -0.1626 0.1180 -0.1567 0.005
H -1.149 3.359 1.643 0.0045 0.0053 0.0551 0.001
H -1.109 4.290 -2.513 0.0186 -0.0762 -0.0435 0.000
H -1.863 3.430 3.270 0.0312 -0.0360 -0.0413 -0.001
H 0.901 4.681 2.749 -0.0302 -0.0223 0.0515 0.000
H 1.963 -3.756 0.295 -0.0258 -0.0671 0.5551 -0.001
H 1.034 1.687 4.981 -0.0559 0.0127 -0.0234 0.000
H 3.086 2.875 2.999 -0.0426 -0.0162 -0.0490 0.001
H -1.696 1.887 2.432 0.0209 0.0070 -0.0256 0.002
H 0.745 -1.902 -5.451 0.0017 0.0685 0.0286 -0.001
H 1.605 4.018 4.231 -0.0292 -0.0020 -0.0366 0.000
H 1.338 -0.612 3.463 -0.0119 0.0535 0.0218 -0.002
H 1.035 -3.146 -3.645 0.0755 -0.0063 -0.0526 0.000
H -0.574 2.387 5.267 0.0358 -0.0343 -0.0441 0.000
H -0.423 0.896 4.337 0.0025 -0.0204 -0.0008 0.000
H -0.716 -2.896 3.505 0.0160 -0.0933 0.0162 -0.001
H -1.194 -2.179 -1.798 0.0156 -0.0153 -0.1658 0.010
H 0.422 2.355 -5.291 0.0038 -0.0606 0.0391 0.000
H 2.557 -2.235 -1.766 0.0257 -0.0308 0.0275 0.001
H -0.176 -4.473 2.349 0.0057 -0.0476 0.0460 0.000
H 1.696 3.892 -3.797 -0.0105 -0.0178 0.0878 0.000
H 4.086 1.691 0.782 -0.1113 0.0422 0.0224 0.001
H 1.114 -2.234 -0.743 0.0367 -0.0935 -0.5833 0.006
H 2.156 -4.023 2.026 0.0124 -0.0591 0.0039 0.001
H -1.821 2.726 -2.955 0.0357 0.0196 -0.0337 -0.002
H -0.065 4.598 4.236 0.0483 -0.0279 -0.0104 0.000
H 0.261 -5.322 0.879 0.0915 -0.0670 0.0475 0.000
H 2.760 0.739 -1.501 -0.0098 0.0721 -0.0030 0.008
H -3.554 -2.095 2.985 -0.0582 -0.0596 -0.0458 0.002
H 1.373 4.519 -2.169 -0.0015 -0.0643 -0.0532 0.000
H -0.613 -1.534 4.612 0.1016 -0.0498 0.0278 0.002
H -0.869 -3.866 -2.214 0.0255 0.2023 -0.0966 0.002
H -3.435 -1.518 1.317 0.0518 -0.0046 0.0389 0.004
H -1.399 -2.714 -3.454 -0.0412 0.0203 -0.1070 -0.001
H 1.689 -3.748 -1.452 -0.0650 0.0498 -0.2828 0.000
H -2.270 -4.099 2.469 0.0346 -0.0211 0.0375 0.000
H 0.615 0.277 -6.614 0.0091 0.0019 0.0405 0.000
H -3.408 -3.852 1.142 -0.0288 0.0210 0.0936 -0.001
H 2.450 3.132 -2.389 -0.0364 0.0086 -0.0034 0.000
H 1.647 -2.320 3.794 0.0321 0.0870 0.0788 0.000
H 0.180 2.440 -1.577 0.0157 -0.1024 0.1672 0.004
H -0.904 3.650 -4.152 0.0101 0.0128 0.0846 0.000
```
Positions in Å, forces in eV/Å.

Output
Charge: -1
Multiplicity: 5
Orbital gap (alpha / beta): 0.238 / 0.196 Eh
⟨S²⟩: 6.017

Entry 4:
Below is C40H40IrN3O4SSb2 as an isolated structure, with properties calculated with ωB97M-V/def2-TZVPD.

The geometry in XYZ format:
```
91
Properties=species:S:1:pos:R:3:forces:R:3:lowdin_charge:R:1
Ir 0.167 0.604 -0.159 -0.2364 0.6222 -0.0558 0.987
Sb -2.474 0.419 -0.318 0.0404 -0.2458 0.0296 1.524
Sb -0.372 -0.458 -3.350 0.0543 -0.7223 -0.0970 1.466
S -0.436 0.228 3.039 -0.0268 0.0407 0.0009 0.610
O 0.474 -0.484 3.892 -0.0180 -0.0101 0.0229 -0.264
O 0.855 4.594 0.275 0.0141 0.0116 0.0071 -0.063
O 0.113 2.750 -0.401 -0.0823 0.0130 0.1128 -0.370
O -1.570 -0.461 2.484 0.0296 0.0053 -0.0261 -0.332
N 2.116 0.738 0.484 0.0565 -0.0116 -0.0976 -0.065
N 1.013 3.399 0.286 -0.0910 -0.0365 -0.0204 -0.225
N 0.406 0.909 1.806 0.0798 -0.2483 -0.0208 -0.233
C -1.551 -2.019 -2.318 -0.1398 -0.0686 0.0470 -0.411
C -6.362 0.427 -2.289 0.0033 -0.0013 0.0048 -0.077
C 4.401 0.865 0.994 0.0083 0.0047 0.0164 -0.053
C -4.535 1.400 1.869 0.0723 -0.0751 0.0905 -0.127
C -1.028 1.627 3.933 -0.0372 -0.0052 0.0040 -0.279
C -0.288 2.800 3.982 -0.0052 0.0198 -0.0267 -0.045
C -5.078 2.371 2.696 0.0010 -0.0061 -0.0071 -0.088
C -3.182 -1.622 -6.593 -0.0024 -0.0070 -0.0114 -0.090
C -1.095 0.161 -6.259 -0.0021 0.0034 0.0006 -0.133
C -1.464 -0.661 -5.196 0.0217 0.3258 -0.0305 -0.390
C 2.760 1.020 2.762 -0.0014 -0.0051 0.0058 0.008
C -1.925 3.745 5.489 -0.0380 -0.0161 0.0157 -0.272
C -3.362 1.651 1.163 -0.0060 0.1238 -0.1223 -0.357
C -1.288 2.726 -2.842 -0.0021 0.0649 -0.0786 -0.163
C -5.283 0.459 -1.417 -0.0260 0.0493 0.0170 -0.135
C -4.880 0.839 -4.118 -0.0040 -0.0034 -0.0118 -0.068
C 0.294 4.435 -3.454 -0.0086 0.0057 -0.0021 -0.073
C -0.946 4.063 -2.958 -0.0283 -0.0217 -0.0301 -0.071
C 1.200 3.458 -3.824 0.0015 -0.0133 -0.0112 -0.081
C 0.451 -1.424 0.203 0.0768 -0.0151 -0.0520 -0.299
C -2.408 4.893 6.331 -0.0013 -0.0016 0.0003 -0.045
C -3.986 0.698 -1.870 0.0891 0.1415 0.0364 -0.315
C -2.804 -0.803 -7.646 -0.0001 0.0002 0.0040 -0.094
C -2.943 -2.180 -1.685 0.0809 0.0831 0.0249 -0.337
C -3.082 -1.620 -0.259 -0.0277 0.0163 -0.0112 -0.340
C -0.400 1.724 -3.232 0.0247 -0.0497 0.2445 -0.425
C -0.743 3.850 4.759 0.0173 0.0152 -0.0058 -0.029
C 3.380 0.728 0.077 -0.0057 0.0463 0.0035 -0.082
C -3.279 3.858 2.140 0.0316 -0.0071 -0.0162 -0.073
C 1.794 0.888 1.775 -0.0054 -0.0257 0.0408 -0.412
C 0.859 2.117 -3.699 0.0639 0.0364 0.0078 -0.205
C -2.726 2.883 1.317 -0.1250 0.0447 -0.0928 -0.124
C 4.077 1.008 2.342 0.0060 0.0025 -0.0183 -0.040
C -3.806 0.882 -3.236 0.0040 -0.0860 -0.0241 -0.142
C -6.164 0.617 -3.649 0.0038 -0.0001 0.0055 -0.080
C -1.759 0.094 -7.476 0.0103 -0.0013 0.0042 -0.087
C -2.519 -1.549 -5.374 0.0000 0.0048 -0.0181 -0.134
C -2.651 2.561 5.414 0.0072 0.0089 0.0014 -0.041
C -4.458 3.607 2.822 0.0159 0.0076 -0.0013 -0.091
C -2.215 1.501 4.636 0.0532 -0.0050 0.0503 -0.049
H -1.897 4.908 7.296 0.0015 -0.0017 -0.0010 0.085
H -2.777 4.812 2.239 -0.0028 0.0009 0.0147 0.113
H -0.435 -2.047 0.276 -0.0351 0.0060 0.0429 -0.028
H 2.182 3.729 -4.191 0.0000 0.0002 0.0009 0.104
H 0.561 5.482 -3.520 -0.0015 -0.0009 0.0018 0.108
H -3.720 -1.762 -2.326 0.0137 0.0273 0.0000 0.081
H 2.482 1.109 3.801 0.0103 0.0032 -0.0021 0.115
H -5.477 0.276 -0.371 0.0057 0.0640 0.1179 0.075
H 3.552 0.613 -0.984 -0.0036 -0.0042 -0.0014 0.124
H -0.180 4.776 4.783 0.0000 -0.0030 -0.0035 0.120
H -5.987 2.158 3.245 -0.0019 0.0105 -0.0020 0.104
H -5.029 0.439 1.818 -0.0057 -0.1151 -0.0993 0.098
H -0.288 0.877 -6.139 0.0004 0.0003 -0.0004 0.090
H -2.468 -2.155 0.461 0.0365 0.0122 -0.0016 0.046
H -2.214 5.848 5.843 0.0002 -0.0027 0.0010 0.080
H -2.794 0.590 4.561 0.0006 0.0010 -0.0018 0.121
H -1.469 -2.731 -3.146 0.0046 0.0440 -0.0401 0.034
H -2.253 2.499 -2.418 0.0201 0.0071 0.0170 0.058
H -2.830 1.042 -3.662 -0.0076 -0.0081 -0.0032 0.045
H -4.005 -2.316 -6.712 -0.0005 -0.0012 -0.0021 0.104
H -3.478 4.817 6.524 0.0012 0.0015 0.0009 0.075
H -7.001 0.587 -4.334 0.0007 0.0008 -0.0001 0.103
H 1.109 -1.852 -0.565 -0.0371 -0.0231 -0.0097 0.001
H 1.600 1.369 -3.963 -0.0043 0.0043 0.0065 0.061
H 5.429 0.859 0.663 0.0008 -0.0014 0.0036 0.105
H -1.646 4.817 -2.623 0.0063 -0.0010 -0.0004 0.113
H -7.356 0.245 -1.901 0.0008 -0.0009 -0.0060 0.104
H -1.460 0.742 -8.289 -0.0002 -0.0002 -0.0005 0.103
H -3.139 -3.257 -1.639 -0.0081 -0.0015 0.0151 0.113
H -0.800 -2.338 -1.604 0.0189 -0.0361 0.0426 -0.012
H 4.867 1.110 3.074 -0.0013 0.0006 0.0007 0.113
H -2.859 -2.181 -4.564 0.0045 -0.0002 0.0122 0.082
H -3.325 -0.860 -8.594 -0.0009 -0.0006 0.0020 0.101
H -4.694 0.969 -5.177 -0.0034 0.0003 0.0026 0.108
H 0.610 2.911 3.388 -0.0094 0.0087 0.0034 0.106
H 0.976 -1.543 1.157 0.0257 -0.0029 -0.0250 0.007
H -3.586 2.474 5.955 0.0004 0.0002 0.0004 0.118
H -1.810 3.102 0.776 0.0286 -0.0083 0.0173 0.073
H -4.889 4.367 3.463 0.0018 0.0016 -0.0040 0.106
H -4.119 -1.680 0.075 -0.0065 0.0093 -0.0087 0.060
```
Positions in Å, forces in eV/Å.

Output
Multiplicity: 1
Orbital gap: 0.264 Eh